ORCA calculation (ωB97M-V/def2-TZVPD) on 2 unconnected molecules or ions with the total composition C5H11INO3S at a distorted geometry.

Structure (XYZ):
```
22
Properties=species:S:1:pos:R:3:lowdin_charge:R:1
C 0.0278 0.1777 -0.6588 -0.292
C 2.1084 1.3977 -1.1710 -0.068
C -1.9136 -1.1070 0.1032 0.002
C -1.4773 0.9759 1.1924 -0.002
C 0.8695 1.3832 -0.3278 -0.125
N -1.0795 0.0969 0.1381 -0.074
O 0.4320 -0.7324 -1.4494 -0.091
O 0.6094 -2.5429 0.4776 -0.316
O -0.0238 -3.2976 -1.6706 -0.263
S 0.8901 -2.4928 -0.9472 0.987
I 1.1819 -0.4157 3.8816 0.203
H 2.6298 2.2422 -0.8932 0.069
H 2.1023 1.4453 -2.2431 0.095
H 2.7206 0.5428 -1.1555 0.072
H -1.5441 -1.9825 0.6088 0.090
H -2.8790 -1.1281 0.5739 0.113
H -1.8519 -1.5617 -0.9224 0.122
H -0.9770 1.9125 0.9690 0.091
H -2.5627 0.9912 1.1270 0.117
H -0.9298 0.4639 2.0993 0.048
H 1.2347 1.3484 0.7009 0.128
H 0.4322 2.2829 -0.4328 0.092
```

- LUMO (alpha / beta) (eV) = -8.77 / -6.43
- frontier orbital gap (alpha / beta) (eV) = 4.73 / 6.72
- E_HOMO (alpha / beta) (eV) = -13.4968 / -13.1512
- electronic energy (Eh) = -1173.04576
- total charge = +1